{"formula": "C46H121F6HgN12O15S2", "method": "ωB97M-V/def2-TZVPD", "species": ["Hg", "C", "F", "F", "F", "S", "O", "O", "N", "S", "O", "O", "C", "F", "F", "F", "C", "C", "C", "O", "C", "N", "H", "H", "H", "H", "H", "H", "H", "H", "H", "H", "H", "C", "C", "C", "O", "C", "N", "H", "H", "H", "H", "H", "H", "H", "H", "H", "H", "H", "C", "C", "C", "O", "C", "N", "H", "H", "H", "H", "H", "H", "H", "H", "H", "H", "H", "C", "C", "C", "O", "C", "N", "H", "H", "H", "H", "H", "H", "H", "H", "H", "H", "H", "C", "C", "C", "O", "C", "N", "H", "H", "H", "H", "H", "H", "H", "H", "H", "H", "H", "C", "C", "C", "O", "C", "N", "H", "H", "H", "H", "H", "H", "H", "H", "H", "H", "H", "C", "C", "C", "O", "C", "N", "H", "H", "H", "H", "H", "H", "H", "H", "H", "H", "H", "C", "C", "C", "O", "C", "N", "H", "H", "H", "H", "H", "H", "H", "H", "H", "H", "H", "C", "C", "C", "O", "C", "N", "H", "H", "H", "H", "H", "H", "H", "H", "H", "H", "H", "C", "C", "C", "O", "C", "N", "H", "H", "H", "H", "H", "H", "H", "H", "H", "H", "H", "C", "C", "C", "O", "C", "N", "H", "H", "H", "H", "H", "H", "H", "H", "H", "H", "H"], "coordinates": [[-2.100724, -1.453398, -3.400148], [0.894272, 2.323184, -0.216200], [1.950359, 1.606643, 0.046460], [0.835999, 3.343917, 0.644040], [0.940443, 2.719063, -1.457499], [-0.765239, 1.236951, -0.007114], [-1.302680, 1.583250, 1.333582], [-1.593092, 1.557305, -1.171726], [-0.285106, -0.391758, -0.279853], [0.159862, -0.881074, 1.121720], [0.928960, 0.072396, 1.885993], [-0.931174, -1.520435, 1.865909], [1.451823, -2.335538, 0.756882], [0.791478, -3.294462, 0.053161], [2.491592, -1.947387, 0.051927], [1.974861, -2.853256, 1.856366], [7.986514, 9.377449, 3.556212], [8.916883, 8.183911, 3.886718], [8.920847, 7.140694, 2.697563], [7.594792, 6.582674, 2.260323], [7.756320, 5.785413, 1.111382], [10.352233, 8.637695, 4.108102], [8.514261, 10.184841, 3.048576], [7.810134, 9.797696, 4.546350], [7.078762, 9.204003, 2.978283], [8.682469, 7.672982, 4.820572], [9.673072, 6.364972, 2.840762], [9.314617, 7.658230, 1.822801], [8.340472, 6.300126, 0.348537], [6.725926, 5.461427, 0.964982], [8.380108, 4.942270, 1.408212], [10.676547, 9.060420, 3.250073], [10.971911, 7.858161, 4.276789], [-2.821386, -0.799913, 7.470455], [-2.254521, 0.278986, 8.364050], [-1.780523, 1.534973, 7.611811], [-0.410486, 1.462189, 7.154303], [0.048032, 2.647448, 6.552718], [-3.356273, 0.797697, 9.192977], [-3.655654, -0.399690, 6.894322], [-3.122741, -1.723605, 7.964495], [-2.148120, -1.038240, 6.647040], [-1.480726, -0.098437, 9.032562], [-2.119522, 2.423071, 8.145164], [-2.304462, 1.518233, 6.656136], [1.052124, 2.387521, 6.217546], [0.012695, 3.503017, 7.227140], [-0.504344, 2.956941, 5.665475], [-3.038208, 1.470869, 9.875452], [-3.916833, 1.413166, 8.621064], [7.053591, 0.006838, 4.388854], [6.423329, -0.397316, 5.790289], [5.620211, -1.754774, 5.688413], [5.036753, -2.187854, 6.946379], [3.729556, -1.583649, 7.103963], [7.499426, -0.474561, 6.800887], [7.425014, 1.023461, 4.259920], [6.243776, -0.062424, 3.662557], [7.606373, -0.839858, 3.981872], [5.717909, 0.380795, 6.081897], [6.384483, -2.510601, 5.507640], [4.912098, -1.758744, 4.859759], [3.701031, -1.174266, 8.113765], [2.958557, -2.354142, 7.099915], [3.562724, -0.738159, 6.436582], [7.894634, 0.436761, 6.983602], [7.038690, -0.708956, 7.668582], [2.935278, -1.187188, -6.403794], [1.642168, -0.814927, -5.700724], [0.724711, -0.017222, -6.664639], [-0.403721, 0.372115, -5.906747], [-1.131097, 1.425180, -6.472382], [0.942763, -1.970027, -5.092256], [3.714265, -1.455285, -5.690068], [3.277367, -0.290299, -6.920201], [2.717041, -2.045451, -7.039290], [1.938180, -0.108493, -4.925215], [0.447351, -0.631719, -7.521125], [1.340168, 0.784502, -7.072740], [-1.019039, 1.516057, -7.552790], [-0.696819, 2.311506, -6.009869], [-2.184883, 1.328234, -6.211142], [1.705690, -2.328248, -4.535739], [1.068013, -2.731399, -5.743958], [-4.627937, -6.018492, 4.318033], [-5.681627, -6.730204, 5.151060], [-6.794969, -7.248084, 4.250510], [-7.375523, -6.174075, 3.458854], [-8.649149, -6.603227, 2.960045], [-5.024805, -7.745463, 5.965246], [-4.276168, -6.543420, 3.429879], [-3.738724, -5.826414, 4.918453], [-5.034688, -5.096361, 3.902910], [-6.174283, -6.060130, 5.855604], [-7.571065, -7.721465, 4.851918], [-6.428497, -7.989643, 3.540670], [-9.221126, -7.203151, 3.667889], [-8.615465, -7.249932, 2.083265], [-9.317287, -5.804145, 2.638861], [-4.559168, -7.372171, 6.780066], [-4.308484, -8.234645, 5.447863], [-3.874324, 8.127522, -0.111207], [-5.260058, 8.306279, 0.425473], [-5.475392, 7.633944, 1.765232], [-5.211945, 6.228986, 1.666875], [-5.258623, 5.581267, 2.915314], [-5.443611, 9.729627, 0.445918], [-3.142049, 8.441058, 0.632815], [-3.703915, 8.646224, -1.054611], [-3.692157, 7.094965, -0.409115], [-5.944203, 7.875042, -0.305332], [-6.472137, 7.841998, 2.154227], [-4.746073, 8.006458, 2.484547], [-6.222295, 5.739193, 3.399571], [-4.407363, 5.842689, 3.543905], [-5.292582, 4.499482, 2.786166], [-5.341112, 10.191873, -0.446227], [-4.725560, 10.119130, 1.039877], [-9.776008, 3.604828, -2.133239], [-8.523367, 3.999507, -2.950578], [-8.558120, 5.413763, -3.499756], [-7.391240, 5.536667, -4.310444], [-7.147774, 6.886801, -4.589512], [-7.235403, 3.788575, -2.308482], [-10.706826, 4.012197, -2.527884], [-9.725570, 3.948150, -1.099947], [-10.026893, 2.546045, -2.068974], [-8.473029, 3.357700, -3.830141], [-8.504516, 6.051303, -2.617277], [-9.458366, 5.661643, -4.062077], [-6.639376, 7.021117, -5.544289], [-6.428359, 7.273063, -3.867475], [-7.992021, 7.573060, -4.655633], [-7.075092, 4.443027, -1.556082], [-6.668829, 4.302657, -2.967887], [7.279081, -5.306979, -2.007819], [6.780816, -5.990913, -3.208037], [7.549893, -7.307011, -3.461201], [7.451578, -8.318570, -2.440319], [8.200443, -9.526017, -2.697888], [5.338566, -6.181508, -3.089352], [6.975741, -4.267020, -1.887182], [8.362619, -5.250429, -2.111971], [7.109627, -5.891022, -1.103234], [7.062285, -5.397236, -4.077757], [8.616361, -7.084704, -3.497680], [7.338881, -7.778714, -4.420923], [7.619219, -10.087258, -3.429523], [8.435172, -10.118022, -1.813279], [9.186045, -9.204671, -3.034681], [5.240172, -6.938641, -2.428166], [5.052226, -6.659739, -3.931617], [-0.853388, 8.435869, -6.949264], [0.473220, 8.980825, -6.473829], [0.735262, 8.430208, -5.041234], [1.742379, 9.256654, -4.505679], [2.242894, 8.759488, -3.291375], [1.460249, 8.580750, -7.500651], [-0.836903, 7.358884, -7.116427], [-1.072989, 8.852081, -7.932447], [-1.736311, 8.733750, -6.383749], [0.449835, 10.068400, -6.405057], [0.948017, 7.361804, -5.004571], [-0.130996, 8.766935, -4.471755], [2.733981, 7.804210, -3.476769], [1.663692, 8.880948, -2.376015], [3.173310, 9.310230, -3.153197], [2.296340, 8.971673, -7.090470], [1.369265, 9.057024, -8.386645], [-6.736765, -1.865374, -0.104588], [-5.349762, -2.151411, -0.859819], [-5.092962, -3.677220, -1.124220], [-3.847410, -3.843688, -1.830661], [-3.574553, -5.205667, -1.957280], [-5.348819, -1.491628, -2.193618], [-6.844593, -0.806643, 0.131080], [-6.946252, -2.475952, 0.773713], [-7.556292, -2.018690, -0.806712], [-4.537503, -1.608469, -0.376554], [-5.943385, -4.184820, -1.579424], [-4.977265, -4.140407, -0.144339], [-4.290479, -5.775623, -2.549478], [-3.403717, -5.612065, -0.960409], [-2.643240, -5.222479, -2.523381], [-5.477468, -0.496202, -2.081018], [-6.212278, -1.684235, -2.680904], [2.947575, -10.544711, -1.479325], [2.279180, -10.774606, -2.841253], [2.438210, -12.236789, -3.263676], [3.767213, -12.587883, -3.777730], [3.957700, -13.940412, -4.267029], [0.854661, -10.371171, -2.712649], [2.797875, -9.513263, -1.160241], [4.027740, -10.621455, -1.603545], [2.741520, -11.268898, -0.691146], [2.791997, -10.179613, -3.596972], [1.685910, -12.414407, -4.032198], [2.077500, -12.877443, -2.458965], [5.040020, -13.999151, -4.382030], [3.474163, -14.126119, -5.226111], [3.611636, -14.650203, -3.515678], [0.399921, -11.016136, -2.082303], [0.414356, -10.395745, -3.621296]], "forces_ev_per_angstrom": [[0.06, 0.12, 0.63], [-0.75, -0.45, 1.15], [0.55, -0.34, 0.01], [-0.30, -0.59, -0.82], [-0.21, 0.49, -0.51], [-2.21, 1.95, 0.53], [1.32, -1.19, -3.20], [1.06, -0.53, 0.91], [-0.45, 2.29, -1.01], [0.96, -3.54, 4.58], [0.00, -0.31, -0.69], [1.22, 0.47, -1.45], [-0.79, -0.10, -0.34], [0.30, 0.54, 0.55], [0.00, 0.79, -0.83], [-1.04, 0.11, 0.35], [1.05, 0.21, 1.22], [0.97, -1.07, -1.67], [-1.21, 0.35, -0.53], [2.15, 1.62, 1.62], [0.27, -0.26, 1.61], [-1.61, 0.15, -0.44], [0.37, -0.22, -0.27], [-0.73, 0.27, -0.14], [0.08, -0.55, 0.40], [-0.55, 0.11, -0.12], [-0.32, -0.58, 0.50], [-0.04, 0.46, -0.24], [-0.68, 0.18, -0.60], [0.32, -0.08, -1.11], [-0.04, -0.57, -0.24], [0.12, 0.24, -0.16], [-0.13, -0.28, 0.16], [0.28, 0.03, -1.11], [-0.37, 1.21, 0.64], [0.91, -1.34, -2.12], [-0.81, 0.24, 1.24], [0.26, -0.30, -0.24], [-0.58, -0.27, 0.54], [-0.48, 0.10, 0.39], [0.05, 0.25, 0.18], [0.54, -0.24, 0.25], [0.09, -0.02, -0.10], [0.95, 0.32, 0.19], [-0.81, 0.32, -0.09], [0.12, 0.49, 0.17], [0.32, 0.01, 0.28], [-0.43, -0.28, -0.23], [0.54, -0.25, 0.47], [-0.56, -0.28, -0.49], [-2.21, -1.48, 0.26], [0.48, 0.41, -0.93], [1.85, -0.04, 1.16], [-0.69, 1.39, -1.58], [0.82, -0.22, 1.31], [-0.78, -0.54, -0.14], [0.57, -0.38, 0.47], [-0.63, 0.45, -0.01], [1.15, 0.43, 0.48], [-0.32, 0.22, -0.11], [0.00, -0.13, -0.28], [-0.19, 0.18, 0.13], [-0.02, 0.12, 0.12], [-0.07, 0.07, -0.59], [-0.14, -0.33, -0.28], [0.11, 0.24, -0.35], [0.06, -0.40, 0.35], [-0.34, -0.22, 0.35], [-0.61, 1.27, -0.59], [0.56, -1.16, 1.09], [0.26, -1.03, -0.34], [0.19, 0.99, 0.27], [1.31, 0.05, 0.01], [-0.05, -0.15, 0.01], [0.14, -0.33, -0.42], [0.46, 0.18, -0.50], [-0.44, -0.07, 0.37], [-0.29, -0.22, -0.14], [-0.31, 0.59, 0.24], [-0.07, -0.25, -0.09], [-0.47, 0.56, -0.24], [0.05, 0.03, -0.02], [-0.11, 0.01, 1.71], [-1.15, -0.30, -1.09], [-0.07, 1.05, -0.36], [0.72, 0.27, -0.27], [-0.24, -0.04, -0.41], [-0.81, -0.74, 0.47], [-0.27, -0.28, -0.24], [-0.64, -1.00, 0.02], [-0.21, -0.66, 0.09], [-0.11, 0.31, 0.05], [0.15, 0.28, 0.18], [0.18, 0.35, -0.07], [-0.06, 0.01, 0.12], [0.25, -0.29, 0.01], [0.14, 0.16, 0.51], [0.74, -0.18, -0.25], [0.53, 0.60, 0.35], [-0.24, 0.29, -0.02], [-0.04, -0.10, -0.21], [0.95, -1.77, -0.62], [0.51, -0.08, -1.51], [0.57, -0.37, 0.32], [-0.37, 0.27, -0.54], [-0.61, -0.44, -0.13], [-1.32, 1.19, 1.47], [0.18, -0.01, -0.08], [-0.21, 0.51, 0.18], [0.29, -0.33, 0.46], [-0.35, -0.06, 0.08], [-0.20, -0.10, -0.02], [0.09, 0.52, 0.22], [0.00, 0.63, 0.41], [-0.07, 0.15, 0.19], [0.55, -0.02, -0.48], [-0.05, -0.41, -0.16], [0.02, 0.30, 0.16], [-0.06, 0.28, 0.25], [-1.14, -0.73, -0.37], [0.00, -0.54, 0.50], [-1.17, 0.50, -0.20], [1.41, 0.94, -0.49], [0.43, 0.16, 0.07], [0.17, 0.43, -0.31], [0.21, 0.17, 0.06], [0.72, -0.22, -0.18], [-0.22, -0.20, -0.15], [0.10, 0.60, 0.01], [-0.07, -0.08, -0.14], [0.00, -0.53, -0.22], [-0.13, 0.27, 0.38], [-0.48, -0.43, 0.34], [-0.68, -0.03, 1.05], [0.98, -0.64, -0.58], [1.63, 0.57, 1.12], [-0.07, -1.41, -0.49], [1.28, -1.10, 0.49], [-0.69, 0.21, 0.86], [-0.15, 1.53, -0.45], [-0.04, -0.29, -0.64], [-0.52, -0.21, -0.03], [0.25, 0.03, 0.19], [-0.26, 0.14, 0.06], [-0.46, 0.18, -0.25], [0.30, 0.45, -0.25], [-0.55, 0.16, -0.31], [0.48, -0.37, -0.13], [-0.80, 0.29, 0.30], [0.12, -0.28, -0.65], [-0.18, -0.03, 0.69], [-0.37, 0.12, -0.51], [-0.87, 0.47, -0.87], [-0.89, -1.09, -0.43], [-0.30, 2.28, -1.27], [0.55, -0.48, 0.35], [2.46, 0.63, -0.61], [0.78, -0.14, 1.63], [0.12, -0.07, 0.36], [0.14, 0.06, -0.26], [0.19, -0.17, 0.51], [-0.25, 0.12, 0.33], [0.05, -0.04, 0.04], [-0.69, -0.99, 0.02], [-0.90, -0.85, 0.42], [-0.54, -0.36, -0.31], [-0.13, 0.67, 0.43], [0.83, -0.24, -0.35], [-0.55, 0.21, 0.02], [0.68, -0.02, -1.22], [-0.97, -0.09, -0.84], [1.07, 1.46, 1.28], [-1.88, 0.95, 0.04], [1.44, -0.24, -0.33], [-0.41, 0.54, 0.36], [0.44, -0.01, 0.29], [0.43, -0.02, 0.00], [-0.04, -0.41, -0.15], [0.14, -0.79, 0.59], [-0.01, 0.23, -0.59], [0.02, -0.14, 0.22], [-0.43, 0.09, 0.24], [-0.11, -0.48, -0.09], [0.17, -0.40, 0.15], [0.66, 0.59, 0.27], [-0.08, -0.88, -0.63], [1.13, 0.53, -0.61], [0.22, -0.42, 1.14], [0.10, -0.73, -1.24], [-1.26, 0.29, 0.58], [-0.05, 1.29, 0.83], [1.16, -0.03, -0.42], [-0.34, -0.14, 0.25], [0.18, -0.12, -0.15], [-0.65, 0.06, -0.11], [-0.23, 0.30, 0.02], [0.05, -0.04, -0.60], [0.57, -0.33, 0.46], [-0.12, -0.29, -0.06], [-0.18, 0.13, -0.02], [0.02, -0.19, -0.06], [-0.28, -0.08, -0.03], [-0.28, -0.20, 0.00]], "mulliken_charge": [0.953, 0.693, -0.189, -0.194, -0.195, 0.957, -0.532, -0.636, -0.254, 0.999, -0.532, -0.547, 0.547, -0.208, -0.206, -0.184, -1.224, 0.371, -0.732, -0.331, -0.672, -0.719, 0.334, 0.309, 0.307, 0.361, 0.375, 0.295, 0.295, 0.221, 0.297, 0.254, 0.259, -1.450, 0.627, -0.756, -0.251, -0.706, -0.791, 0.321, 0.344, 0.337, 0.356, 0.329, 0.309, 0.206, 0.319, 0.281, 0.284, 0.273, -1.324, 0.591, -0.848, -0.416, -0.690, -0.740, 0.371, 0.323, 0.346, 0.256, 0.432, 0.392, 0.267, 0.254, 0.314, 0.258, 0.252, -1.450, 0.329, -0.895, -0.253, -0.793, -0.447, 0.409, 0.394, 0.393, 0.232, 0.368, 0.439, 0.342, 0.313, 0.214, 0.304, 0.261, -1.450, 0.505, -0.716, -0.263, -0.794, -0.711, 0.328, 0.422, 0.336, 0.251, 0.365, 0.309, 0.310, 0.325, 0.277, 0.255, 0.252, -1.498, 0.659, -0.834, -0.203, -0.829, -0.732, 0.342, 0.468, 0.274, 0.165, 0.394, 0.350, 0.328, 0.311, 0.247, 0.274, 0.279, -1.415, 0.504, -0.725, -0.363, -0.768, -0.694, 0.352, 0.335, 0.319, 0.240, 0.329, 0.447, 0.277, 0.258, 0.342, 0.206, 0.367, -1.385, 0.498, -0.854, -0.320, -0.731, -0.734, 0.345, 0.366, 0.272, 0.292, 0.372, 0.424, 0.274, 0.251, 0.318, 0.318, 0.299, -1.464, 0.592, -0.710, -0.308, -0.845, -0.800, 0.358, 0.365, 0.390, 0.265, 0.406, 0.288, 0.353, 0.279, 0.315, 0.273, 0.243, -1.311, 0.192, -0.838, -0.149, -0.793, -0.461, 0.393, 0.352, 0.386, 0.309, 0.373, 0.414, 0.312, 0.316, 0.252, 0.289, 0.256, -1.366, 0.348, -0.657, -0.272, -0.701, -0.693, 0.366, 0.327, 0.346, 0.333, 0.331, 0.315, 0.217, 0.276, 0.309, 0.251, 0.269], "charge": 1, "spin_multiplicity": 1, "homo_lumo_gap_ev": 1.20, "energy_ev": -140382.8394, "homo_ev": -10.2}